## i
Computed, not measured: an isolated ion of composition C4H8NOS and charge -1, with the ωB97M-V functional and the def2-TZVPD basis.

Calculated values
Net charge: -1
Molar mass (g/mol): 118.18
Structure (SMILES): CC(=O)NCC[S-]

Atoms and positions in Å:
C 0.97391 -0.19250 2.00403
C -0.74428 0.90249 -1.14786
H 0.22900 1.75565 0.38224
H -0.29448 -0.64522 -2.54702
H -2.01426 -0.25271 -2.32977
H 2.05303 -0.24966 2.20507
H 1.65502 -0.35382 -0.05983
O -1.14278 1.94636 -1.66346
H 0.22422 -1.21970 0.27228
S -0.00888 -1.39247 2.98141
H -1.25606 -1.25986 -1.15185
C -1.06615 -0.41569 -1.81152
H 0.70454 0.79746 2.38161
C 0.70536 -0.29082 0.51457
N -0.01817 0.87048 -0.02991

## ii
Computed, not measured: an isolated ion of composition C4H8NOS and charge -1, with the ωB97M-V functional and the def2-TZVPD basis.

Calculated values
Net charge: -1
Molar mass (g/mol): 118.18
Structure (SMILES): CC(=O)NCC[S-]

Atoms and positions in Å:
S 0.94656 -1.66242 2.47380
C 1.15110 -0.31521 1.28108
H 0.13897 0.36334 -3.15315
C -0.94725 1.09733 -1.56802
C 0.03929 -0.40861 0.17841
O -1.42273 2.21203 -1.74905
H 1.07521 0.65673 1.77968
H -1.70406 0.16043 -3.38178
C -0.83515 0.12617 -2.72677
H -0.80919 -0.91899 -2.43418
H -0.10664 1.70640 0.10203
N -0.09263 0.89912 -0.49317
H 0.36497 -1.10047 -0.59383
H -0.81427 -0.68032 0.79569
H 2.11952 -0.34362 0.78476

Winner for stability: i

## i
Computed, not measured: one molecule with the formula C6H5FO, with the ωB97M-V functional and the def2-TZVPD basis.

Calculated values
Molar mass (g/mol): 112.10
Structure (SMILES): C=C1C=C(F)CC1=O

Atoms and positions in Å:
H 1.10036 -2.17612 -0.15508
H 0.93732 2.13412 -0.32028
C -0.87697 0.82774 0.13712
C 0.57329 -1.18534 0.28866
H -1.91162 2.60728 0.04547
C 0.62866 1.19846 -0.07273
C -2.01573 1.48764 0.06851
H -2.95027 0.93376 0.19480
C -0.84598 -0.79947 -0.07025
O -1.77341 -1.61376 -0.25507
H 0.43592 -1.51496 1.42223
F 2.65195 0.11939 -0.08132
C 1.32142 0.11290 -0.08709

## ii
Computed, not measured: a 2-piece molecular cluster, C6H5FO overall, with the ωB97M-V functional and the def2-TZVPD basis.

Calculated values
Molar mass (g/mol): 112.10
Structure (SMILES): C#CC=O.CC#CF

Atoms and positions in Å:
C 2.28826 0.87265 0.81363
H -1.11708 0.42705 1.16231
H -2.44428 -0.56203 0.45532
F 0.14463 0.36463 -2.93886
C -1.93873 0.44579 0.40236
C -0.57265 0.34674 -1.87063
C -1.18701 0.61258 -0.87082
H 2.66324 1.83136 0.84177
C 1.10116 -1.50992 0.33229
H 1.44942 -1.85626 1.31705
H -2.67530 1.22420 0.53375
O 0.53222 -2.05728 -0.55039
C 1.75612 -0.13952 0.37223

Winner for stability: i

## i
Computed, not measured: C4H29NO9 as an isolated structure, with the ωB97M-V functional and the def2-TZVPD basis.

Calculated values
Net charge: +1
Molar mass (g/mol): 235.27
2S+1: 2

Atoms and positions in Å:
H -0.97079 1.84781 2.78098
O 0.50124 -2.97765 -1.00391
H 0.07022 0.10249 -3.09706
O 2.93116 -1.38688 -1.41446
H -2.86015 -2.96273 0.08460
H 0.68969 -3.83102 -0.60413
H -2.76579 -0.12755 -1.06488
H -0.55496 2.96527 -0.76781
O -3.56119 -0.61792 -0.83360
H 2.44542 0.62253 2.05602
H 1.25216 1.57698 -2.94117
H 2.42613 -2.22866 -1.44636
H -0.46659 1.80014 -3.06777
O 1.63254 -0.72506 2.97282
H 1.00657 1.39336 -0.78627
C 0.28921 1.09840 -2.67503
H -0.30035 -3.07266 -1.52685
H 2.58232 2.26007 2.11654
O 1.03124 -1.57801 0.42558
H 0.96948 -1.99197 -0.45709
H 2.27674 -0.97077 -2.00218
C -0.89680 2.38161 1.82516
H 1.95669 -1.43832 2.40935
H -1.75400 1.77804 -1.45947
H -1.58493 -2.89984 2.52450
N 0.13011 1.02335 -1.21787
H 0.68755 -0.60953 2.85683
H -2.60356 1.81704 0.77243
O 2.76585 2.37566 -0.90657
C -1.00132 1.92915 -0.68164
H 2.61194 1.91475 -0.04375
H -3.94977 -0.01815 -0.18429
H -1.41631 0.47216 0.80064
C -1.54019 1.53296 0.69275
O -2.40514 -3.24146 -0.71417
H 3.64043 1.99893 -1.09448
O -2.09724 -2.16136 2.18539
H -2.58900 -2.65959 -1.45026
H -1.63857 -1.71079 1.47411
H -1.10890 3.42421 2.04577
H 1.46706 -0.74272 0.21461
O 2.51516 1.47217 1.57524
H 0.18666 2.16556 1.62775

## ii
Computed, not measured: a 10-piece molecular cluster, C4H29NO9 overall, with the ωB97M-V functional and the def2-TZVPD basis.

Calculated values
Net charge: +1
Molar mass (g/mol): 235.27
2S+1: 2

Atoms and positions in Å:
O 2.87640 -3.49595 -0.14144
H -1.90718 -0.52328 2.77362
N -3.00766 0.42233 0.87202
O 2.75822 -0.00426 2.52335
H 4.83613 -0.62623 0.98969
O 0.04988 -2.94078 1.17302
H -1.44079 0.81593 -0.29325
H -3.03819 2.40250 -2.88878
H -2.96291 1.21184 1.52981
O 2.99038 -0.11897 -1.78617
C -2.70744 2.43616 -0.69157
H 4.27022 -2.08351 0.89262
H -1.72879 2.90848 -0.58523
H -3.80198 -0.71795 -1.14321
H 0.46193 -3.35110 -2.10940
H 3.18978 -1.05454 -1.81200
H -4.35149 3.05633 -1.91595
H -3.24790 2.88776 0.13785
H 1.33392 -0.28745 -0.06380
H -0.64909 -0.17938 3.47528
H 2.43069 0.40499 1.70791
O -1.48869 -0.63387 3.63267
H 2.35222 -2.86666 -0.65885
O 0.70619 -2.63357 -1.51661
H 0.65209 -3.18840 1.85318
H 0.00886 -1.99935 1.37635
O 2.69945 2.87659 0.90457
H 3.74218 0.23383 -2.27281
H 3.74927 -3.68827 -0.48497
H 0.24391 0.51703 -0.36330
H -2.94032 4.01518 -2.08243
H -3.59276 0.59447 -2.26415
H -3.92638 -0.02131 0.95552
O 4.62295 -1.34801 0.39328
C -3.26847 2.98076 -2.00967
C -3.08585 0.00609 -1.52020
O 1.00801 0.57811 0.21490
H -2.26679 -0.55754 -1.96609
C -2.54415 0.87097 -0.35828
H 1.90415 2.33272 0.83000
H 0.43813 -2.95420 -0.63717
H 2.05422 0.21348 3.13970
H 2.57767 3.50904 0.18999

Winner for stability: ii

## i
Computed, not measured: a 3-piece molecular cluster, C5H14NO2 overall, with the ωB97M-V functional and the def2-TZVPD basis.

Calculated values
Net charge: -1
Molar mass (g/mol): 120.17

Atoms and positions in Å:
O 0.87178 0.92730 2.80402
H -0.61202 -3.33340 -0.89052
H 1.52220 1.28984 -1.51386
H 0.42964 -4.32023 -2.12441
O -1.24690 0.35268 1.50093
H -0.33955 0.63943 1.86288
C 0.86750 2.17682 0.22612
N -0.03806 -0.29050 -1.85512
H -1.60726 -1.34233 0.39038
H 0.92058 3.23154 -0.05264
C 0.48532 1.18488 -1.01238
H -0.32648 1.68508 -1.43868
H -1.90043 0.09630 -0.53124
C -0.11915 -3.49484 -1.78991
H 1.77690 0.59510 2.77117
H 0.98244 -0.78844 -0.07924
H 0.54131 -2.67488 -2.01791
H 0.12475 2.18485 1.07116
C -1.21431 -0.31277 0.23564
H 1.80676 1.98524 0.65063
H -0.85530 -3.47226 -2.56999
C 0.11461 -0.21779 -0.48972

## ii
Computed, not measured: C5H14NO2 as an isolated structure, with the ωB97M-V functional and the def2-TZVPD basis.

Calculated values
Net charge: -1
Molar mass (g/mol): 120.17

Atoms and positions in Å:
H -0.27242 -2.05161 -0.52536
C -1.68031 -0.20066 0.57947
H -0.39244 1.85737 0.72618
H -2.35333 -0.11396 -3.07368
H -1.99930 -1.24287 0.42112
H 2.02833 2.32587 1.65783
H 0.76026 1.44827 -0.43970
C 0.47414 1.10743 0.59918
H -2.12450 0.26611 1.49921
H 2.27005 0.64644 1.54784
C 1.42739 -1.02223 -1.12410
H 1.15798 1.15983 2.69309
N 0.43867 -1.40661 -0.08917
C -0.11540 -0.37056 0.75642
H -2.06586 -0.09246 -1.55451
H 2.00208 0.05085 -0.95947
C 1.56973 1.44227 1.62380
O -1.97064 0.59889 -0.48866
H 2.22493 -1.79875 -1.25685
H -0.07731 -0.86399 1.82398
H 0.77485 -1.07773 -2.05892
O -2.07690 -0.66191 -2.35768

## iii
Computed, not measured: a 2-piece molecular cluster, C5H14NO2 overall, with the ωB97M-V functional and the def2-TZVPD basis.

Calculated values
Net charge: -1
Molar mass (g/mol): 120.17

Atoms and positions in Å:
H -1.51073 0.01747 0.24693
H -1.50470 4.14301 -0.38112
H 2.95812 -3.55968 1.59616
C -0.90861 0.69012 -0.35671
H 1.46070 -1.25436 1.00930
N 0.49599 -0.98758 0.80754
H -1.24923 0.69563 -1.38870
H 1.14555 0.91981 0.33418
O 0.96859 -2.99246 -0.42486
C -1.10089 2.11396 0.27448
H -0.54850 -2.77782 0.90698
H -0.92240 2.96562 -1.66308
H 1.02780 -0.22358 -1.04070
H -0.79084 -1.91796 -0.66763
H -0.14909 2.42673 0.70242
C -1.54348 3.11932 -0.77883
C 0.52582 0.15448 -0.13473
H -1.80908 2.12572 1.10763
H -2.55697 3.02441 -1.16590
C -0.03256 -2.26566 0.08100
H 2.67646 -3.23825 0.11243
O 3.36805 -3.17890 0.82321

Winner for stability: iii

## i
Computed, not measured: a 2-piece molecular cluster, C5H9NO4 overall, with the ωB97M-V functional and the def2-TZVPD basis.

Calculated values
Molar mass (g/mol): 147.13

Atoms and positions in Å:
O 0.33508 1.58930 -1.40695
H 0.66376 1.55126 1.86064
H 0.32364 -0.47928 -2.26328
H 0.12225 2.94782 0.89234
O -1.68164 0.09735 1.44981
C 0.34397 -0.95597 -0.30415
O 1.32006 -0.04758 -0.07974
N 0.09002 -1.22106 -1.61197
H 0.08042 -1.63380 1.69234
H -1.58448 0.86405 -1.43661
H -0.61119 -2.72131 0.47420
H 1.83604 2.45656 0.87418
C 0.22209 -2.05581 0.69998
H 1.15653 -2.62592 0.68457
O -2.14361 0.60067 -0.67999
C -1.29793 0.27842 0.32537
H -0.54873 -1.96868 -1.84052
C 0.80371 2.09988 0.93285
C 0.57000 1.22411 -0.26306

## ii
Computed, not measured: a 3-piece molecular cluster, C5H9NO4 overall, with the ωB97M-V functional and the def2-TZVPD basis.

Calculated values
Molar mass (g/mol): 147.13

Atoms and positions in Å:
N -0.29830 0.72166 -0.13374
H -0.83807 -1.04957 0.79358
C 1.13401 -1.45446 -0.07525
H 0.07647 1.16095 -0.96577
H -1.37468 -2.15621 -1.34484
H -0.45966 3.05517 1.74365
O 2.67872 0.26593 0.51078
H -0.52294 -0.85457 -2.24918
H 1.31304 -2.09752 0.80165
H -2.09831 2.30810 0.13679
C -1.85021 1.49512 0.84266
C -0.24216 -0.70314 -0.05668
C -0.50425 -1.48786 -1.34824
C 2.35172 -0.59182 -0.27820
H 2.79917 -0.63935 -1.29639
O -0.58883 2.11585 1.91304
O -2.65930 0.73212 1.31946
O 0.75018 -2.18526 -1.23512
H 0.33339 1.36486 0.92179

Winner for stability: i

## i
Computed, not measured: one molecule with the formula C5H8, with the ωB97M-V functional and the def2-TZVPD basis.

Calculated values
Molar mass (g/mol): 68.12
Structure (SMILES): C#CCCC

Atoms and positions in Å:
H 2.33810 0.60956 0.76910
H 0.26087 -1.23363 -0.68836
H 0.32055 -1.02389 1.01937
C -1.88858 0.16153 -0.00055
H 2.63795 -0.91097 -0.14102
H -0.39429 1.30351 -0.85279
C 1.96309 -0.02565 -0.04503
C 0.50316 -0.48883 0.06146
C -0.50446 0.67710 0.02780
H -4.01082 -0.63344 -0.02849
H 2.15259 0.50810 -0.98558
H -0.34438 1.30160 0.91016
C -3.03378 -0.24498 -0.04607

## ii
Computed, not measured: one molecule with the formula C5H8, with the ωB97M-V functional and the def2-TZVPD basis.

Calculated values
Molar mass (g/mol): 68.12
Structure (SMILES): C1=CCCC1

Atoms and positions in Å:
H -1.14216 1.86180 0.34116
C 0.31541 -1.14364 0.17078
H 0.46141 1.80025 1.08076
H -1.60766 -0.41356 0.77729
C 0.55212 -0.35250 -1.09577
H -0.17163 -2.11020 -0.00161
C -0.24135 1.24220 0.44633
H 1.27277 -1.36220 0.66883
C 0.33599 0.94671 -0.91434
C -0.56062 -0.17345 0.99270
H -0.42076 -0.26719 2.07424
H 0.50616 1.71816 -1.66004
H 0.82454 -0.79315 -2.04595

## iii
Computed, not measured: one molecule with the formula C5H8, with the ωB97M-V functional and the def2-TZVPD basis.

Calculated values
Molar mass (g/mol): 68.12
Structure (SMILES): C#CCCC

Atoms and positions in Å:
H 0.31141 -1.08951 -0.97557
H 2.75803 -0.72418 -0.29462
H -0.39419 1.25818 0.80057
C -0.42499 0.53758 0.01382
H -4.07340 -0.38407 0.01778
C 1.92019 -0.04382 0.04419
C 0.53179 -0.62509 -0.04237
H 2.10122 0.93015 -0.58106
C -1.81361 0.06480 -0.16378
H -0.28604 1.19560 -0.90238
C -2.95795 -0.24649 0.12376
H 2.08740 0.34168 1.14561
H 0.24015 -1.21484 0.81403

## iv
Computed, not measured: one molecule with the formula C5H8, with the ωB97M-V functional and the def2-TZVPD basis.

Calculated values
Molar mass (g/mol): 68.12
Structure (SMILES): C=CC1CC1

Atoms and positions in Å:
C 0.52691 0.89325 -0.08054
C 1.76819 1.33719 -0.11870
H 1.87430 2.24777 -0.76328
C -0.28646 -1.46106 -0.07372
H -1.58604 -0.21764 -1.09815
C -1.58489 -0.59629 -0.04122
C -0.39128 -0.10597 0.55378
H -0.43668 0.01231 1.66002
H -0.18624 -2.26118 0.71129
H 0.23317 -1.46165 -0.97546
H -0.04620 1.44381 -0.86886
H 2.53741 0.96664 0.58416
H -2.42218 -0.79717 0.51069

Winner for stability: ii